(1)
A 6-piece molecular cluster, C31H37FN7OP overall. Source: the OMol25 dataset; level of theory: wB97M-V/def2-TZVPD.

```
78
Properties=species:S:1:pos:R:3:mulliken_charge:R:1
C 3.685 1.199 -5.778 -1.14
C 3.065 0.408 -6.891 0.21
F 4.032 0.183 -7.861 -0.37
C 1.866 1.051 -7.601 -0.33
N 2.376 2.174 -8.426 -0.39
C 2.090 3.402 -7.762 0.29
O 2.372 4.502 -8.221 -0.61
C 1.343 3.144 -6.459 -0.97
C 0.824 1.731 -6.718 0.08
P 0.046 0.912 -5.309 0.32
N -1.270 1.663 -4.869 -0.81
H 3.869 2.229 -6.043 0.27
H 4.646 0.784 -5.512 0.51
H 3.063 1.144 -4.892 0.15
H 2.807 -0.580 -6.520 0.38
H 1.447 0.285 -8.236 0.51
H 1.843 2.239 -9.286 0.36
H 0.530 3.823 -6.275 0.45
H 1.996 3.109 -5.600 0.31
H -0.040 1.869 -7.368 0.46
H 0.975 0.821 -4.255 -0.03
H -0.247 -0.404 -5.723 0.05
H -1.216 1.973 -3.909 0.28
N 3.567 0.873 -2.320 -0.32
C 4.857 1.129 -2.531 -0.19
C 5.883 0.598 -1.767 -0.64
C 5.552 -0.246 -0.719 -0.22
C 4.216 -0.523 -0.484 -0.26
C 3.267 0.059 -1.311 -0.28
H 5.071 1.799 -3.356 0.46
H 6.913 0.841 -1.987 0.37
H 6.321 -0.680 -0.094 0.40
H 3.916 -1.172 0.327 0.27
H 2.210 -0.134 -1.160 0.39
N -3.260 0.444 -1.947 -0.43
C -4.096 0.050 -0.989 -0.21
C -5.126 -0.855 -1.191 -0.39
C -5.301 -1.379 -2.461 -0.27
C -4.441 -0.978 -3.470 -0.67
C -3.437 -0.067 -3.166 -0.01
H -3.927 0.485 -0.010 0.36
H -5.774 -1.139 -0.373 0.35
H -6.095 -2.087 -2.660 0.38
H -4.544 -1.360 -4.476 0.35
H -2.733 0.283 -3.923 0.58
N 4.222 -1.657 3.416 -0.53
C 3.637 -2.770 2.982 -0.14
C 2.589 -3.397 3.639 -0.55
C 2.121 -2.836 4.814 -0.03
C 2.717 -1.679 5.283 -0.32
C 3.758 -1.133 4.550 -0.28
H 4.034 -3.178 2.058 0.41
H 2.151 -4.299 3.235 0.36
H 1.301 -3.290 5.354 0.36
H 2.381 -1.205 6.193 0.36
H 4.250 -0.225 4.881 0.36
N -0.235 -0.423 5.216 -0.34
C -0.955 -0.624 6.319 -0.22
C -1.664 0.371 6.974 -0.41
C -1.617 1.654 6.453 -0.16
C -0.872 1.884 5.308 -0.46
C -0.203 0.815 4.730 -0.36
H -0.964 -1.644 6.693 0.40
H -2.238 0.146 7.857 0.39
H -2.158 2.460 6.931 0.39
H -0.809 2.870 4.868 0.39
H 0.390 0.952 3.832 0.39
N -4.649 -0.600 7.513 -0.21
C -5.671 -0.795 8.343 -0.24
C -6.784 -1.559 8.027 -0.47
C -6.841 -2.153 6.777 -0.16
C -5.787 -1.958 5.900 -0.71
C -4.719 -1.178 6.316 0.03
H -5.590 -0.311 9.310 0.35
H -7.584 -1.684 8.744 0.35
H -7.692 -2.756 6.491 0.38
H -5.789 -2.401 4.914 0.36
H -3.872 -1.003 5.660 0.31
```

Energy relative to the best compared isomer or geometry (same formula, charge and spin) = 0.000 eV
Max |F| = 2.0 eV Å⁻¹
E_HOMO = -8.74 eV
Net charge = 0
2S+1 = 1
LUMO = 0.51 eV
Gap between HOMO and LUMO = 9.24 eV
SMILES = C[C@H](F)[C@@H]1NC(=O)C[C@@H]1[PH2]=N.c1ccncc1.c1ccncc1.c1ccncc1.c1ccncc1.c1ccncc1

=====

(2)
C31H37N3O6STi as an isolated structure. Source: the OMol25 dataset; level of theory: wB97M-V/def2-TZVPD.

```
79
Properties=species:S:1:pos:R:3:mulliken_charge:R:1
Ti 0.114 0.719 0.294 -0.43
C 1.290 -0.503 -4.197 -1.68
C -0.089 -0.332 -3.583 1.26
C -1.137 -1.177 -4.288 -1.56
C -0.548 1.117 -3.524 1.70
C -0.542 1.798 -4.728 -0.26
C -1.029 3.082 -4.873 -1.76
C -1.504 3.676 -3.716 -0.62
C -1.524 3.011 -2.502 1.07
C -2.175 3.800 -1.377 0.85
C -1.437 5.104 -1.127 -1.55
C -3.647 4.059 -1.646 -1.65
C -1.067 1.695 -2.356 -1.08
N -1.232 0.948 -1.150 1.74
C -2.568 0.694 -0.928 0.07
O -3.473 0.893 -1.728 -0.79
C -2.758 0.060 0.441 -0.71
C -3.912 -0.394 0.993 -0.24
C -3.912 -0.997 2.263 -0.96
C -2.650 -1.134 2.894 -0.28
C -1.532 -0.658 2.300 -0.66
N -1.530 0.017 1.093 0.40
C -0.082 -0.758 2.848 -0.36
O 0.225 -1.269 3.919 -0.78
N 0.767 -0.274 1.907 2.66
C 2.108 -0.228 2.397 -0.72
C 3.103 -1.172 2.056 1.08
C 4.387 -1.082 2.574 -0.93
C 4.776 -0.097 3.465 -1.45
C 3.804 0.821 3.806 -0.60
C 2.518 0.776 3.285 0.83
C 1.644 1.905 3.805 1.23
C 2.344 3.253 3.776 -1.85
C 1.141 1.593 5.201 -1.67
C 2.820 -2.406 1.196 0.36
C 2.003 -3.417 2.002 -1.42
C 2.090 -2.089 -0.109 -1.14
H 1.581 -1.555 -4.155 0.44
H 2.016 0.085 -3.639 0.36
H 1.323 -0.183 -5.240 0.32
H -0.038 -0.679 -2.548 -0.43
H -1.263 -0.860 -5.325 0.29
H -2.100 -1.066 -3.792 0.37
H -0.855 -2.233 -4.272 0.42
H -0.162 1.280 -5.605 0.20
H -1.025 3.594 -5.826 0.34
H -1.903 4.682 -3.766 0.22
H -2.097 3.208 -0.465 -0.18
H -1.493 5.779 -1.984 0.32
H -0.388 4.904 -0.923 0.27
H -1.874 5.610 -0.262 0.43
H -3.775 4.664 -2.547 0.30
H -4.089 4.593 -0.800 0.44
H -4.183 3.128 -1.796 0.37
H -4.822 -0.284 0.421 0.50
H -4.820 -1.345 2.724 0.36
H -2.549 -1.618 3.855 0.48
H 5.104 -1.841 2.274 0.30
H 5.784 -0.042 3.852 0.37
H 4.056 1.623 4.493 0.14
H 0.793 2.002 3.131 -0.17
H 3.086 3.361 4.571 0.44
H 1.598 4.040 3.901 0.45
H 2.827 3.382 2.811 0.32
H 1.973 1.601 5.911 0.33
H 0.674 0.614 5.256 0.38
H 0.403 2.343 5.502 0.39
H 3.782 -2.870 0.964 0.58
H 1.048 -3.006 2.331 0.15
H 2.547 -3.715 2.900 0.36
H 1.791 -4.298 1.390 0.44
H 1.114 -1.706 0.139 -0.13
H 1.985 -2.975 -0.739 0.57
H 2.594 -1.305 -0.667 0.30
O 2.970 2.816 0.604 -0.74
S 1.821 2.557 -0.232 1.23
O 1.692 3.425 -1.375 -0.71
O 0.527 2.581 0.615 -0.55
O 1.785 1.077 -0.662 -0.39
```

Energy relative to the best compared isomer or geometry (same formula, charge and spin) = 0.000 eV
Max |F| = 3.0 eV Å⁻¹
E_HOMO (spin up / spin down) = 0.46 / 0.45 eV
Net charge = -2
2S+1 = 1
LUMO (spin up / spin down) = 4.72 / 4.72 eV
Gap between HOMO and LUMO (spin up / spin down) = 4.27 / 4.27 eV

=====

(3)
A 8-piece molecular cluster, C31H37N5O9 overall. Source: the OMol25 dataset; level of theory: wB97M-V/def2-TZVPD.

```
82
Properties=species:S:1:pos:R:3:mulliken_charge:R:1
C -2.545 3.592 -2.327 0.50
O -3.192 3.607 -1.272 -0.60
N -3.053 3.267 -3.522 -0.42
N -1.224 3.877 -2.350 -0.47
H -4.045 3.116 -3.593 0.24
H -2.415 3.251 -4.296 0.21
H -0.946 4.685 -2.887 0.23
H -0.797 3.806 -1.439 0.22
C -3.096 4.082 1.984 -0.47
C -2.595 3.815 3.254 0.29
C -3.348 4.058 4.428 0.29
C -4.629 4.559 4.279 -0.43
C -5.209 4.650 3.014 -0.66
C -4.427 4.433 1.884 0.54
O -5.075 4.561 0.672 -0.58
O -2.846 3.810 5.657 -0.57
H -2.496 3.741 1.153 0.19
H -1.557 3.505 3.233 -0.08
H -5.255 4.907 5.090 0.38
H -6.217 5.026 2.918 0.44
H -4.357 4.397 0.035 0.42
H -1.888 3.762 5.660 0.32
C 5.156 -0.467 -1.070 -0.58
C 6.397 0.117 -1.169 -0.53
C 7.469 -0.576 -1.745 1.02
C 7.310 -1.830 -2.289 -0.68
C 6.038 -2.423 -2.167 -0.31
C 4.980 -1.765 -1.538 0.09
O 3.741 -2.350 -1.561 -0.37
O 8.678 0.069 -1.764 -0.55
H 4.308 -0.091 -0.508 0.35
H 6.671 1.116 -0.856 0.23
H 8.196 -2.279 -2.715 0.40
H 5.801 -3.424 -2.503 0.40
H 3.633 -2.713 -0.672 0.23
H 8.651 0.876 -1.247 0.28
C -3.803 -0.779 4.569 -0.80
C -5.022 -1.302 4.129 -0.53
C -5.601 -1.000 2.916 0.36
C -4.932 -0.014 2.154 -0.61
C -3.770 0.577 2.602 -0.10
C -3.107 0.099 3.736 0.31
O -1.899 0.567 4.124 -0.33
O -6.721 -1.591 2.471 -0.55
H -3.340 -0.961 5.531 0.31
H -5.443 -2.116 4.712 0.31
H -5.280 0.339 1.193 0.47
H -3.275 1.334 2.008 0.59
H -1.551 0.074 4.871 0.26
H -7.336 -1.807 3.177 0.32
C 1.566 -5.307 -4.804 -0.36
C 1.880 -4.234 -3.968 -0.72
C 2.215 -3.054 -4.654 0.76
C 2.275 -2.932 -6.017 -0.69
C 1.902 -4.042 -6.789 -0.30
C 1.625 -5.239 -6.187 0.55
O 1.207 -6.292 -6.957 -0.54
O 2.390 -1.891 -3.914 -0.50
H 1.220 -6.223 -4.335 0.23
H 1.734 -4.032 -2.915 0.43
H 2.494 -1.952 -6.415 0.38
H 1.905 -3.889 -7.860 0.40
H 0.929 -6.996 -6.364 0.28
H 2.633 -2.168 -3.017 0.06
C 0.675 -0.197 -0.467 -0.86
C -0.433 0.688 -0.165 0.31
N -1.193 1.504 0.113 -0.31
H 0.825 -0.867 0.378 0.15
H 1.618 0.255 -0.778 0.23
H 0.561 -0.847 -1.338 0.51
C 1.326 2.637 2.668 -0.11
C 2.748 2.838 3.065 0.05
N 3.826 3.061 3.391 -0.38
H 1.328 2.079 1.736 -0.02
H 0.779 3.573 2.584 0.25
H 0.866 2.103 3.499 0.17
C 0.918 -4.278 2.410 -0.84
C 1.214 -3.768 1.052 0.43
N 1.404 -3.450 -0.034 -0.41
H 0.026 -4.896 2.386 0.29
H 1.049 -3.426 3.074 0.28
H 1.750 -4.941 2.656 0.30
```

Energy relative to the best compared isomer or geometry (same formula, charge and spin) = 0.000 eV
Max |F| = 2.6 eV Å⁻¹
E_HOMO = -7.35 eV
Net charge = 0
2S+1 = 1
LUMO = -0.19 eV
Gap between HOMO and LUMO = 7.16 eV
SMILES = Oc1ccc(O)cc1.Oc1ccc(O)cc1.Oc1ccc(O)cc1.Oc1ccc(O)cc1.NC(N)=O.CC#N.CC#N.CC#N